# 1
This record from the OMol25 dataset describes C23H33CoN5O5S2 as an isolated structure. The level of theory is ωB97M-V/def2-TZVPD.

Structure (XYZ):
```
69
Properties=species:S:1:pos:R:3:mulliken_charge:R:1
Co -0.315 0.619 -0.296 0.792
N 0.093 2.765 -1.050 -0.114
N -0.064 3.561 0.107 -0.372
C -0.285 2.913 1.344 0.590
O -0.112 3.550 2.364 -0.704
O -0.693 1.708 1.248 -0.788
H 1.074 2.630 -1.320 0.219
H -0.399 3.215 -1.820 0.135
H 0.494 4.406 0.170 0.247
N -0.507 -1.320 0.545 0.091
C -0.890 -2.231 -0.454 -0.266
C -0.843 -3.599 -0.296 -0.111
C -1.180 -4.443 -1.356 -0.874
C -1.573 -3.934 -2.567 -0.915
C -1.645 -2.541 -2.767 0.988
C -2.064 -1.939 -3.972 -0.577
C -2.097 -0.569 -4.050 -0.816
C -1.719 0.198 -2.945 -0.022
N -1.311 -0.320 -1.800 -0.362
C -1.283 -1.681 -1.697 0.282
H 0.472 -1.518 0.853 0.338
H -1.089 -1.315 1.399 0.370
H -0.526 -4.016 0.647 0.636
H -1.128 -5.510 -1.211 0.389
H -1.828 -4.598 -3.379 0.413
H -2.365 -2.559 -4.805 0.436
H -2.434 -0.074 -4.948 0.411
H -1.785 1.275 -2.992 0.554
S 1.993 1.668 -3.731 -0.327
C 1.105 1.984 -5.089 0.431
N -0.030 2.756 -4.974 -0.019
C -0.833 3.076 -6.011 -0.189
C -0.547 2.640 -7.264 -0.705
C 0.615 1.852 -7.459 -0.076
C 1.411 1.531 -6.405 -0.731
H -0.241 3.081 -4.037 0.102
H -1.701 3.675 -5.782 0.392
H -1.191 2.884 -8.091 0.413
H 0.860 1.513 -8.454 0.398
H 2.298 0.932 -6.525 0.383
C 3.961 -0.021 0.046 -1.345
C 2.482 -0.347 0.232 0.581
O 2.160 -1.333 0.900 -0.750
O 1.683 0.441 -0.356 -0.401
H 4.298 -0.525 -0.857 0.293
H 4.528 -0.386 0.897 0.363
H 4.100 1.047 -0.086 0.331
C 0.663 -3.806 4.892 -1.372
C 0.257 -2.336 4.873 -0.237
C 1.086 -1.527 3.894 -1.073
S 0.111 -0.108 3.165 0.841
O -1.261 -0.670 3.104 -0.925
C 0.194 1.042 4.620 -1.250
C -1.171 1.366 5.192 -0.085
C -1.045 2.320 6.376 -1.355
H 0.059 -4.361 5.607 0.412
H 1.710 -3.916 5.169 0.326
H 0.527 -4.248 3.907 0.282
H 0.341 -1.920 5.879 0.257
H -0.790 -2.257 4.564 0.338
H 1.368 -2.129 3.031 0.391
H 1.990 -1.105 4.321 0.603
H 0.643 1.944 4.205 0.537
H 0.853 0.613 5.371 0.625
H -1.669 0.444 5.501 0.292
H -1.772 1.830 4.410 0.251
H -0.441 1.881 7.170 0.331
H -2.027 2.551 6.782 0.380
H -0.572 3.246 6.058 0.316
```

Calculated values
- LUMO (alpha / beta): -0.024 / -0.026 Ha
- M: 582.61 g/mol
- HOMO-LUMO gap (alpha / beta): 7.325 / 7.284 eV
- ΔE to the lowest compared entry with this formula, charge and spin: 0.924 eV
- 2S+1: 2
- HOMO energy (alpha / beta): -7.991 / -8.000 eV
- <S²>: 0.756

# 2
This record from the OMol25 dataset describes C23H33FGdNO2P2 as an isolated structure. The level of theory is ωB97M-V/def2-TZVPD.

Structure (XYZ):
```
63
Properties=species:S:1:pos:R:3:mulliken_charge:R:1
C -0.840 3.838 -1.605 -1.321
C -0.962 2.521 -1.113 1.364
N -0.083 2.090 -0.112 0.265
C 0.887 2.926 0.345 0.947
C 0.996 4.235 -0.115 -1.303
C 0.135 4.653 -1.117 -0.274
C -2.041 1.725 -1.573 -1.521
P -2.673 0.300 -0.728 1.501
Gd -0.292 -0.077 0.731 -0.780
P 2.299 0.620 1.243 0.959
C 1.957 2.427 1.311 -1.338
C -0.108 -2.762 -0.247 0.720
C -1.138 -3.357 0.492 -0.118
C -0.961 -4.587 1.094 -0.613
C 0.242 -5.297 0.964 -0.415
C 1.271 -4.718 0.204 -0.568
C 1.127 -3.464 -0.359 -0.082
O -0.663 1.290 -5.627 -0.581
O 0.865 -1.693 -2.724 0.377
H -1.612 4.207 -2.280 0.356
H 1.805 4.852 0.201 0.482
H 0.221 5.654 -1.530 0.388
C -4.306 0.614 0.003 -1.464
C -3.158 -0.795 -2.115 -1.357
H 2.929 2.919 1.140 0.536
H 1.709 2.685 2.353 0.501
H -1.081 1.343 -6.482 0.284
H -2.742 2.231 -2.260 0.095
C 3.042 0.269 2.860 -1.313
C 3.741 0.553 0.126 -1.248
H -2.092 -2.824 0.584 0.241
H -1.790 -5.028 1.672 0.356
H 0.352 -6.274 1.436 0.388
H 2.210 -5.289 0.071 0.340
H 1.981 -2.997 -0.864 0.325
H 0.304 -1.525 -1.760 0.556
H 0.199 -1.920 -3.419 0.265
H 1.384 -0.905 -2.901 0.179
H 0.178 1.764 -5.767 0.311
H -0.370 -1.745 -0.837 -1.362
H -5.044 0.892 -0.750 0.454
H -4.681 -0.275 0.520 0.373
H -4.281 1.412 0.742 0.330
H -4.028 -0.301 -2.569 0.482
H -2.362 -0.852 -2.871 0.201
H -3.444 -1.808 -1.792 0.341
H 4.614 1.019 0.614 0.402
H 3.968 -0.502 -0.102 0.359
H 3.515 1.081 -0.813 0.315
H 3.981 0.824 2.975 0.410
H 2.344 0.542 3.660 0.334
H 3.240 -0.808 2.932 0.378
F -3.125 0.726 6.453 -0.335
C -2.552 0.595 5.214 0.330
C -1.345 1.249 4.985 -0.829
C -0.757 1.115 3.718 -0.119
C -1.378 0.309 2.787 0.268
C -2.579 -0.342 3.018 -0.304
C -3.189 -0.184 4.266 -0.820
H -0.873 1.843 5.753 0.443
H 0.174 1.649 3.495 0.214
H -3.057 -0.964 2.253 0.286
H -4.136 -0.667 4.487 0.407
```

Calculated values
- LUMO (alpha / beta): -0.007 / 0.015 Ha
- M: 593.72 g/mol
- HOMO-LUMO gap (alpha / beta): 3.949 / 5.037 eV
- ΔE to the lowest compared entry with this formula, charge and spin: 2.802 eV
- 2S+1: 8
- HOMO energy (alpha / beta): -4.146 / -4.624 eV
- <S²>: 16.584

# 3
This record from the OMol25 dataset describes a 2-piece molecular cluster, C23H33FN3O3S overall. The level of theory is ωB97M-V/def2-TZVPD.

Structure (XYZ):
```
64
Properties=species:S:1:pos:R:3:mulliken_charge:R:1
C 1.986 -4.095 4.834 -1.214
C 1.367 -2.697 4.654 -0.367
C 1.931 -1.969 3.451 -0.317
F 1.834 -2.770 2.315 -0.354
C 1.217 -0.679 3.105 0.773
C -0.150 -0.546 3.052 -0.281
C -0.717 0.692 2.684 0.063
C -2.206 0.871 2.574 -0.731
C -2.635 1.818 1.446 -1.144
C -2.773 1.098 0.099 0.031
C -4.005 0.188 0.039 -1.025
S -3.767 -1.253 -0.984 1.150
O -4.969 -1.565 -1.692 -0.649
O -2.527 -1.118 -1.682 -0.488
O -3.581 -2.343 0.167 -0.474
N 0.042 1.726 2.380 -0.833
N 1.354 1.569 2.403 0.669
C 2.129 2.714 1.885 -0.654
C 3.090 2.261 0.780 -1.379
C 2.474 1.220 -0.126 0.859
C 3.211 0.106 -0.489 -0.319
C 2.661 -0.884 -1.275 -0.879
C 1.352 -0.777 -1.704 -0.882
C 0.614 0.337 -1.351 -0.435
C 1.163 1.329 -0.574 0.028
C 1.960 0.447 2.750 -0.359
H 2.654 -4.119 5.694 0.314
H 1.218 -4.847 4.996 0.330
H 2.566 -4.395 3.964 0.360
H 0.284 -2.793 4.548 0.192
H 1.536 -2.099 5.551 0.432
H 2.991 -1.753 3.620 0.459
H -0.812 -1.377 3.259 0.454
H -2.618 -0.126 2.391 0.293
H -2.602 1.184 3.542 0.482
H -1.938 2.646 1.343 0.540
H -3.595 2.266 1.715 0.386
H -1.872 0.517 -0.097 -0.205
H -2.886 1.857 -0.673 0.494
H -4.285 -0.185 1.023 0.430
H -4.877 0.696 -0.371 0.463
H -4.080 -3.127 -0.116 0.346
H 2.653 3.183 2.719 0.357
H 1.398 3.424 1.511 0.453
H 3.374 3.154 0.217 0.448
H 4.018 1.873 1.204 0.431
H 4.236 0.008 -0.149 0.405
H 3.266 -1.737 -1.550 0.462
H 0.920 -1.555 -2.320 0.528
H -0.409 0.425 -1.699 0.453
H 0.568 2.196 -0.311 0.457
H 3.041 0.435 2.717 0.400
C -0.618 1.187 -7.275 -1.184
C -0.979 0.134 -6.235 -0.592
C -0.655 0.578 -4.802 0.009
C 0.773 0.844 -4.626 0.299
N 1.899 1.047 -4.519 -0.514
H 0.453 1.392 -7.276 0.346
H -0.892 0.849 -8.273 0.356
H -1.142 2.125 -7.083 0.298
H -0.448 -0.795 -6.449 0.318
H -2.045 -0.088 -6.287 0.359
H -0.949 -0.195 -4.089 0.058
H -1.204 1.488 -4.555 0.296
```

Calculated values
- LUMO: -0.164 Ha
- M: 450.60 g/mol
- HOMO-LUMO gap: 7.415 eV
- Net charge: +1
- 2S+1: 1
- HOMO energy: -11.875 eV

# 4
This record from the OMol25 dataset describes one molecule with the formula C23H33N3O5S2. The level of theory is ωB97M-V/def2-TZVPD.

Structure (XYZ):
```
66
Properties=species:S:1:pos:R:3:mulliken_charge:R:1
C -0.319 -0.614 2.334 -1.014
C -0.858 -1.613 1.318 0.027
C -2.384 -1.680 1.343 -0.680
C -2.905 -2.617 0.265 -0.513
S -4.717 -2.828 0.320 -0.154
C -5.259 -1.254 -0.423 -0.315
C -5.119 -1.234 -1.943 -0.603
C -4.761 0.169 -2.446 -1.043
N -3.418 0.527 -2.060 -0.028
C -3.143 1.394 -1.075 0.000
O -3.986 2.039 -0.468 -0.746
C -1.687 1.539 -0.753 -0.325
C -1.376 2.483 0.177 -0.167
N -0.138 2.754 0.630 0.504
C 0.025 3.827 1.596 -1.060
C 0.403 5.138 0.912 -1.138
C 0.935 2.065 0.114 0.347
C 2.255 2.326 0.518 -0.735
C 3.303 1.610 -0.011 -1.362
C 3.068 0.623 -0.960 0.013
S 4.463 -0.302 -1.619 1.304
O 4.134 -0.722 -2.945 -0.732
O 5.638 0.484 -1.389 -0.740
N 4.625 -1.675 -0.704 0.111
C 3.684 -2.754 -0.887 -1.041
C 2.583 -2.711 0.179 0.722
O 3.132 -2.664 1.480 -0.491
C 3.965 -1.540 1.653 0.134
C 5.121 -1.551 0.646 -0.858
C 1.792 0.359 -1.385 -0.619
C 0.708 1.064 -0.855 0.481
C -0.642 0.729 -1.338 1.483
O -0.821 -0.175 -2.155 -0.908
H 0.767 -0.566 2.285 0.030
H -0.722 0.379 2.145 0.140
H -0.602 -0.910 3.342 0.504
H -0.532 -1.330 0.315 -0.165
H -0.447 -2.602 1.532 0.534
H -2.788 -0.676 1.188 0.197
H -2.725 -2.030 2.319 0.429
H -2.632 -2.263 -0.730 0.061
H -2.505 -3.621 0.404 0.449
H -4.671 -0.463 0.038 -0.003
H -6.296 -1.132 -0.117 0.434
H -4.331 -1.924 -2.254 0.367
H -6.047 -1.565 -2.410 0.366
H -4.836 0.203 -3.537 0.408
H -5.436 0.912 -2.014 0.409
H -2.640 -0.003 -2.448 0.246
H -2.192 3.058 0.597 0.498
H 0.776 3.540 2.334 0.455
H -0.926 3.950 2.119 0.461
H -0.376 5.432 0.212 0.333
H 0.515 5.922 1.655 0.412
H 1.337 5.039 0.364 0.339
H 2.469 3.094 1.242 0.355
H 4.322 1.813 0.279 0.552
H 3.272 -2.660 -1.891 0.412
H 4.231 -3.700 -0.807 0.340
H 1.976 -3.616 0.142 0.524
H 1.938 -1.835 0.019 -0.586
H 4.342 -1.599 2.675 0.436
H 3.374 -0.617 1.535 -0.200
H 5.707 -0.634 0.695 0.405
H 5.771 -2.408 0.851 0.320
H 1.605 -0.383 -2.146 0.686
```

Calculated values
- LUMO: -0.015 Ha
- M: 495.67 g/mol
- HOMO-LUMO gap: 7.878 eV
- ΔE to the lowest compared entry with this formula, charge and spin: 0.000 eV
- SMILES: CCCCSCCCNC(=O)c1cn(CC)c2ccc(S(=O)(=O)N3CCOCC3)cc2c1=O
- 2S+1: 1
- HOMO energy: -8.288 eV

Number 1: strongest force on any atom 0.0420 Eh/bohr. Number 2: strongest force on any atom 0.0392 Eh/bohr. Number 3: strongest force on any atom 0.0131 Eh/bohr. Number 4: strongest force on any atom 0.0212 Eh/bohr.